Formula: C15H31ClMnP2
Source: the Open Molecules 2025 dataset
Level of theory: ωB97M-V/def2-TZVPD

Structure (XYZ):
```
50
Properties=species:S:1:pos:R:3:forces:R:3
P 0.932455 -0.752840 -4.904786 -2.14 -1.88 -1.86
P 1.689386 2.529516 -4.830038 -1.39 2.67 -1.23
C 0.907636 0.343012 -6.429163 0.77 -0.35 0.32
C 1.978203 1.402179 -6.295033 -0.32 1.02 -0.48
H -0.106664 0.779460 -6.445024 0.37 -0.23 0.01
H 1.033596 -0.276913 -7.320221 0.07 0.30 -0.04
H 2.968463 0.920351 -6.159882 -0.13 0.29 -0.32
H 2.023314 2.062389 -7.160043 0.28 -0.11 -0.34
C -0.055660 2.954671 -4.733467 -0.36 0.40 -1.39
H -0.155345 3.620736 -3.875420 -0.13 -0.02 -0.06
H -0.678724 2.062478 -4.594213 0.25 0.27 0.02
H -0.349324 3.483224 -5.668493 -0.17 -0.19 0.65
C 2.597327 4.053355 -5.332438 0.35 -0.85 0.13
H 2.145100 4.285299 -6.289856 0.16 0.63 -0.26
H 3.662092 3.734539 -5.443199 -0.87 0.36 -0.04
H 2.575168 4.886412 -4.609756 -0.24 -0.52 -0.31
C -0.296939 -1.868622 -5.880876 -0.62 -0.23 0.27
H -0.423425 -2.864688 -5.435015 0.10 0.46 0.03
H 0.051256 -2.039853 -6.914712 0.15 0.23 0.41
H -1.286300 -1.400854 -5.943413 0.11 -0.07 0.10
C 2.143183 -2.169284 -4.957361 0.11 0.34 -0.03
H 3.154912 -1.795820 -4.854098 0.35 -0.33 0.10
H 2.032676 -2.824563 -5.829688 0.11 0.34 0.11
H 1.869355 -2.755380 -4.053054 0.31 0.38 -0.49
Mn 2.660625 0.920641 -3.860144 1.92 -2.37 2.86
C -2.310698 0.749241 -3.021405 -0.49 1.07 -0.38
C -3.088621 0.412440 -4.059383 0.15 0.17 0.71
C -3.996079 -0.762032 -4.149603 0.00 -1.44 -0.31
C -3.583334 -2.003388 -3.304575 -0.69 0.40 0.15
C -2.196317 -2.522925 -3.515204 1.05 -0.72 1.25
C -1.081446 -2.267586 -2.802220 -0.19 1.40 -1.23
C -0.736726 -1.006844 -2.056641 -0.62 0.13 0.92
C -1.927210 -0.033314 -1.814844 0.68 -0.20 1.12
C 3.122188 -0.302528 -2.324791 -0.03 -0.70 -0.17
H -1.980944 1.803440 -2.946843 0.22 -0.73 -0.58
H -3.170315 1.068520 -4.914733 -0.05 0.52 0.12
H -4.094547 -1.070962 -5.219357 -0.03 0.20 0.70
H -5.008282 -0.504814 -3.785530 0.32 0.22 -0.39
H -3.778059 -1.779247 -2.226740 0.12 -0.40 -1.04
H -4.252035 -2.830445 -3.599406 0.04 0.37 0.28
H -2.116416 -3.361594 -4.200466 -0.17 -0.08 0.06
H -0.182856 -2.837199 -2.983669 -0.01 -0.51 -0.26
H 0.114487 -0.456551 -2.529962 -0.82 -0.55 0.13
H -0.330019 -1.284084 -1.080855 -0.05 -0.03 0.19
H -2.771808 -0.547378 -1.331494 0.43 0.18 -0.20
H -1.537791 0.668286 -1.053710 -0.35 -0.12 -0.32
H 4.225108 -0.080612 -2.362756 -0.95 -0.87 0.43
H 2.800683 -1.346251 -2.582963 0.67 0.74 0.93
H 2.673544 0.106396 -1.389570 0.36 -0.52 -0.57
Cl 4.127430 2.444482 -3.114481 1.36 0.93 0.29
```
Forces are in eV/Å.

Calculated values
HOMO energy (alpha / beta) in Eh: -0.23564 / -0.29505
2S+1: 6
Energy in eV: -78474.2600
Molar mass in g/mol: 363.752
E_LUMO (alpha / beta) in eV: 0.49 / 0.08
Net charge: 0
HOMO-LUMO gap (alpha / beta) in eV: 6.903 / 8.104

Atomic partial charges in e from the natural (NBO) method, atoms 1 to 4: 0.75 0.84 -0.70 -0.71